Entry 1:
{
  "formula": "C30H28N6S2V",
  "method": "the ωB97M-V functional and the def2-TZVPD basis",
  "symbols": ["V", "C", "C", "C", "N", "C", "C", "C", "C", "C", "C", "C", "N", "C", "C", "C", "N", "C", "C", "C", "C", "C", "C", "C", "N", "C", "C", "H", "H", "H", "H", "H", "H", "H", "H", "H", "H", "H", "H", "H", "H", "H", "H", "H", "H", "H", "H", "H", "H", "H", "H", "H", "H", "S", "C", "C", "C", "C", "N", "C", "C", "C", "S", "C", "N", "H", "H"],
  "positions_angstrom": [[0.202, -0.058, -0.060], [2.307, -1.631, 2.975], [0.935, -2.001, 3.546], [-0.263, -1.624, 2.648], [0.048, -1.642, 1.238], [0.225, -2.800, 0.664], [0.026, -4.062, 1.306], [0.577, -5.277, 1.014], [1.459, -5.599, -0.022], [1.663, -4.859, -1.163], [1.063, -3.666, -1.552], [0.409, -2.702, -0.782], [-0.080, -1.547, -1.238], [-0.455, -1.438, -2.622], [-0.507, 0.028, -3.018], [0.896, 0.609, -2.884], [1.361, 0.541, -1.518], [2.508, 1.115, -1.203], [3.404, 1.589, -2.190], [4.639, 2.188, -2.084], [5.317, 2.639, -0.959], [4.863, 2.577, 0.345], [3.738, 1.959, 0.856], [2.704, 1.225, 0.240], [1.716, 0.648, 0.923], [1.698, 0.796, 2.359], [2.656, -0.149, 3.105], [2.383, -1.938, 1.926], [3.062, -2.198, 3.525], [0.809, -1.510, 4.511], [0.926, -3.078, 3.719], [-0.640, -0.634, 2.905], [-1.092, -2.315, 2.854], [-0.626, -4.042, 2.170], [0.340, -6.084, 1.697], [1.961, -6.553, 0.047], [2.322, -5.300, -1.900], [1.242, -3.400, -2.586], [-1.441, -1.909, -2.748], [0.246, -1.954, -3.294], [-1.203, 0.565, -2.366], [-0.841, 0.121, -4.053], [0.881, 1.660, -3.211], [1.565, 0.041, -3.546], [3.085, 1.425, -3.209], [5.141, 2.367, -3.028], [6.268, 3.129, -1.118], [5.477, 3.080, 1.085], [3.665, 2.062, 1.928], [0.682, 0.627, 2.712], [1.936, 1.834, 2.638], [2.644, 0.132, 4.161], [3.673, -0.010, 2.726], [-0.263, 2.379, -0.554], [-0.784, 2.673, 1.055], [-0.377, 3.810, 1.739], [-0.618, 3.928, 3.103], [-0.075, 5.018, 3.816], [0.413, 5.881, 4.393], [-1.333, 2.916, 3.778], [-1.824, 1.820, 3.064], [-1.539, 1.675, 1.714], [-1.979, 0.256, 0.801], [-1.449, 2.968, 5.182], [-1.487, 2.950, 6.329], [0.184, 4.565, 1.207], [-2.402, 1.060, 3.570]],
  "forces_ev_per_angstrom": [[-1.503, 1.490, 0.387], [0.044, 0.110, 0.167], [0.137, -0.029, -0.334], [-0.104, 0.038, 0.735], [0.305, -0.825, -0.213], [0.007, -0.110, 0.312], [-0.103, -0.043, 0.015], [0.016, 0.177, 0.051], [0.195, 0.005, -0.388], [-0.050, -0.571, 0.455], [-0.257, 0.842, 0.013], [0.242, -1.232, -0.099], [-0.219, -0.315, -0.348], [-0.104, 0.142, -0.685], [0.257, -0.242, 0.128], [-0.334, 0.055, -0.503], [1.008, -0.013, -0.352], [0.362, 0.212, -0.237], [-0.129, -0.144, -0.013], [0.088, 0.073, 0.153], [0.034, 0.092, 0.161], [0.180, 0.038, -0.412], [-0.415, -0.242, 0.061], [0.601, 0.461, -0.037], [0.554, -0.288, 0.058], [0.175, 0.002, 0.782], [-0.147, -0.077, -0.305], [0.029, -0.013, 0.148], [0.018, -0.014, -0.062], [-0.069, -0.059, 0.095], [-0.036, -0.012, 0.062], [0.006, -0.223, -0.084], [0.053, 0.265, -0.024], [0.091, 0.067, 0.041], [-0.024, 0.023, 0.075], [0.026, -0.092, -0.044], [0.020, -0.040, -0.064], [-0.030, 0.044, 0.041], [0.150, 0.021, -0.014], [-0.133, 0.108, 0.100], [-0.022, 0.022, -0.173], [-0.031, 0.048, 0.062], [0.120, -0.136, -0.006], [-0.025, 0.146, -0.003], [0.008, -0.051, 0.032], [-0.028, 0.019, -0.054], [0.015, 0.016, -0.054], [0.024, -0.077, -0.020], [-0.094, -0.082, 0.006], [0.104, 0.129, -0.027], [-0.216, -0.184, -0.104], [0.052, 0.030, -0.004], [-0.026, 0.094, 0.113], [-0.131, -0.214, -0.240], [-0.230, 0.109, 0.325], [-0.123, -0.104, 0.114], [-0.522, -0.896, -0.320], [0.307, 0.477, 0.370], [0.062, 0.242, 0.099], [0.268, 0.260, -1.071], [0.033, 0.115, -0.068], [0.037, 0.616, 0.045], [-0.374, -0.175, 0.002], [-0.120, -0.142, 0.678], [-0.098, 0.052, 0.271], [0.042, 0.057, 0.094], [0.029, -0.055, 0.109]],
  "e_homo_ha": [-0.267, -0.272],
  "spin_multiplicity": 2,
  "e_lumo_ev": [-1.3, -0.8],
  "orbital_gap_ev": [6.015, 6.580]
}

Entry 2:
{
  "formula": "C27H36GeN2O3PS3Ta",
  "method": "the ωB97M-V functional and the def2-TZVPD basis",
  "symbols": ["Ta", "C", "C", "O", "P", "S", "S", "O", "C", "C", "H", "H", "H", "H", "H", "H", "H", "H", "H", "H", "C", "Ge", "C", "C", "C", "C", "C", "C", "C", "C", "C", "C", "C", "C", "C", "C", "C", "C", "C", "C", "H", "H", "H", "H", "H", "H", "H", "H", "H", "H", "H", "H", "H", "H", "H", "N", "C", "N", "S", "H", "H", "H", "H", "C", "C", "C", "O", "H", "H", "H", "H", "H", "H", "H"],
  "positions_angstrom": [[-0.628, -0.257, 0.374], [-1.038, -6.162, 2.528], [-2.145, -5.376, 3.194], [-1.657, -4.093, 3.609], [-1.995, -2.736, 2.805], [-0.621, -1.458, 3.392], [-2.368, -3.097, 0.907], [-3.449, -2.331, 3.404], [-3.584, -1.718, 4.695], [-4.068, -0.294, 4.543], [-1.391, -7.160, 2.256], [-0.189, -6.263, 3.208], [-0.702, -5.637, 1.634], [-2.496, -5.878, 4.096], [-2.987, -5.255, 2.512], [-2.628, -1.724, 5.217], [-4.298, -2.317, 5.261], [-3.299, 0.310, 4.060], [-4.284, 0.130, 5.528], [-4.975, -0.259, 3.935], [1.287, -0.461, 0.116], [2.348, 0.690, -0.954], [1.928, 2.557, -0.414], [1.652, 2.781, 0.941], [1.346, 4.052, 1.413], [1.289, 5.130, 0.535], [1.559, 4.927, -0.813], [1.886, 3.655, -1.277], [4.328, 0.594, -0.809], [5.154, 0.542, -1.936], [6.542, 0.524, -1.812], [7.128, 0.565, -0.554], [6.322, 0.617, 0.578], [4.938, 0.624, 0.448], [1.981, 0.339, -2.859], [1.212, 1.156, -3.689], [0.899, 0.769, -4.989], [1.332, -0.456, -5.474], [2.093, -1.288, -4.660], [2.412, -0.892, -3.367], [1.677, 1.940, 1.625], [1.145, 4.204, 2.469], [1.035, 6.118, 0.898], [1.517, 5.762, -1.503], [2.116, 3.523, -2.330], [4.707, 0.513, -2.924], [7.165, 0.486, -2.699], [8.208, 0.556, -0.454], [6.776, 0.658, 1.563], [4.315, 0.645, 1.338], [0.836, 2.102, -3.313], [0.302, 1.421, -5.617], [1.061, -0.772, -6.475], [2.432, -2.249, -5.030], [2.995, -1.551, -2.730], [-3.593, -0.926, -2.055], [-2.753, -1.957, -2.326], [-3.310, -3.203, -2.229], [-1.197, -1.735, -2.881], [-4.380, -1.116, -1.454], [-3.123, -0.058, -1.852], [-4.031, -3.321, -1.532], [-2.626, -3.942, -2.215], [-1.983, 3.327, -0.311], [-2.848, 2.109, -0.022], [-3.452, 2.176, 1.373], [-2.089, 0.925, -0.154], [-2.555, 4.252, -0.196], [-1.589, 3.274, -1.329], [-1.133, 3.336, 0.377], [-3.669, 2.091, -0.750], [-2.649, 2.187, 2.115], [-4.079, 1.299, 1.553], [-4.062, 3.077, 1.485]],
  "forces_ev_per_angstrom": [[1.798, -3.002, 1.790], [0.108, 0.048, 0.090], [0.002, 0.075, -0.034], [0.114, -0.189, -0.050], [-0.604, -0.156, 0.523], [0.183, 0.635, -1.133], [0.560, 0.636, -0.444], [-0.029, 0.149, 0.096], [0.032, -0.024, -0.107], [-0.006, 0.029, -0.016], [0.008, 0.038, -0.022], [-0.032, -0.017, -0.041], [-0.009, -0.048, -0.028], [-0.034, 0.011, 0.065], [-0.066, 0.029, 0.010], [0.047, -0.088, 0.056], [-0.013, -0.066, -0.014], [-0.028, -0.010, -0.005], [0.000, 0.012, -0.071], [0.015, 0.002, 0.043], [-2.730, 1.413, -0.417], [0.050, -0.089, 0.197], [0.028, 0.090, -0.098], [0.063, 0.147, -0.118], [0.048, -0.007, -0.032], [0.016, -0.106, -0.044], [-0.017, -0.036, 0.043], [0.045, -0.015, 0.109], [0.084, -0.040, -0.075], [0.068, 0.034, 0.172], [-0.092, 0.028, 0.055], [-0.038, -0.003, -0.024], [-0.056, 0.019, -0.037], [-0.013, -0.027, -0.062], [-0.085, 0.011, -0.076], [0.109, -0.061, 0.015], [0.008, -0.013, 0.068], [0.041, -0.013, 0.062], [-0.004, 0.086, 0.052], [-0.050, 0.135, -0.075], [-0.069, -0.001, -0.007], [0.004, -0.017, -0.045], [0.004, 0.001, 0.000], [0.006, -0.022, 0.002], [0.019, 0.033, 0.048], [0.033, 0.021, 0.010], [-0.019, -0.016, 0.015], [-0.041, 0.005, -0.002], [-0.020, -0.036, -0.012], [0.057, 0.012, -0.035], [-0.028, -0.062, -0.045], [-0.019, -0.027, 0.026], [0.037, 0.021, 0.007], [-0.037, 0.006, 0.016], [-0.043, -0.020, -0.055], [0.003, -0.120, 0.148], [0.086, -0.125, -0.533], [-0.022, 0.061, 0.193], [-0.196, 0.125, 0.305], [-0.019, -0.017, 0.033], [0.107, 0.129, 0.056], [-0.026, 0.009, 0.001], [0.072, -0.011, -0.064], [0.090, -0.145, -0.096], [0.262, 0.190, 0.081], [-0.010, -0.152, -0.035], [0.271, 0.590, -0.397], [0.038, -0.035, -0.009], [-0.001, 0.042, 0.056], [-0.045, 0.070, -0.034], [-0.043, -0.147, -0.116], [-0.060, 0.024, -0.011], [0.042, 0.048, 0.048], [0.042, -0.050, 0.024]],
  "e_homo_ha": [-0.135, -0.148],
  "spin_multiplicity": 2,
  "e_lumo_ev": [2.5, 2.5],
  "charge": -1,
  "orbital_gap_ev": [6.180, 6.509],
  "e_above_lowest_kj_mol": 194.7
}

Entry 3:
{
  "formula": "C4H7N3O",
  "method": "the ωB97M-V functional and the def2-TZVPD basis",
  "symbols": ["C", "C", "C", "C", "H", "H", "H", "H", "H", "H", "H", "N", "N", "N", "O"],
  "positions_angstrom": [[-0.664, 1.977, -1.932], [0.061, 0.284, -0.344], [1.327, -2.351, 1.488], [0.838, -1.393, 2.584], [0.410, 2.308, -1.863], [-1.849, 0.466, -1.361], [0.891, 0.899, -0.300], [2.565, -2.388, 1.500], [0.619, -3.204, 1.244], [1.557, -1.068, 3.330], [-0.170, -1.450, 2.958], [-0.820, 0.633, -1.350], [-0.250, -0.676, 0.523], [1.036, -0.879, 1.279], [-1.645, 2.474, -2.432]],
  "forces_ev_per_angstrom": [[-1.039, -2.552, 0.468], [-3.976, -3.568, 1.772], [2.233, 1.283, 1.457], [0.541, -0.887, 0.370], [-0.975, 0.319, -0.280], [1.311, -0.621, 0.488], [2.081, 0.671, 0.160], [-3.667, -0.813, -0.281], [1.216, 1.411, -0.236], [-0.060, 0.137, -0.061], [-0.279, -0.302, -0.139], [-0.561, 2.994, -0.844], [2.840, 2.213, -1.525], [-1.270, -0.610, -1.612], [1.607, 0.324, 0.262]],
  "e_homo_ha": -0.334,
  "e_lumo_ev": 1.0,
  "smiles": "O=CN/C=N/N1CC1",
  "orbital_gap_ev": 10.079,
  "e_above_lowest_kj_mol": 377.7
}

Entry 4:
{
  "formula": "C3H7N",
  "method": "the ωB97M-V functional and the def2-TZVPD basis",
  "symbols": ["C", "C", "H", "H", "H", "H", "C", "N", "H", "H", "H"],
  "positions_angstrom": [[-0.602, -0.160, -2.977], [-0.702, -1.414, -2.555], [-0.781, 0.711, -2.366], [-0.205, 0.077, -3.957], [-0.608, -1.702, -1.527], [-0.408, -2.088, -3.330], [0.423, 1.012, 3.029], [0.742, 1.130, 4.256], [0.797, 0.153, 2.470], [-0.235, 1.721, 2.564], [1.579, 0.561, 4.393]],
  "forces_ev_per_angstrom": [[0.072, 0.529, 0.346], [1.514, 0.842, -0.767], [0.061, 0.033, 0.358], [-0.609, -0.165, -0.287], [-0.966, -0.176, 0.337], [-0.072, -1.063, 0.015], [0.460, -0.745, 0.976], [0.653, 0.932, -0.859], [0.152, 0.406, -0.588], [-0.710, 0.038, -0.132], [-0.556, -0.631, 0.601]],
  "e_homo_ha": -0.373,
  "e_lumo_ev": 0.9,
  "smiles": "C=C.C=N",
  "orbital_gap_ev": 11.016,
  "e_above_lowest_kj_mol": 189.7
}

Number 2 is which compound?
C27H36GeN2O3PS3Ta